No. 1
Entry from the Open Molecules 2025 dataset: a structure of composition C4H3O2S2 (ωB97M-V with the def2-TZVPD basis set).

Structure (XYZ):
```
11
Properties=species:S:1:pos:R:3:nbo_charge:R:1
C 0.885 0.688 -0.349 -0.261
C -1.925 -1.850 0.302 0.371
C -1.932 1.090 -0.232 0.263
C 2.226 0.247 0.160 -0.757
O -1.792 -2.581 -0.597 -0.607
O -1.678 2.212 -0.515 -0.580
S -0.379 0.151 0.631 0.150
S -3.138 0.034 -0.462 -0.204
H 2.372 -0.902 0.452 0.190
H 2.296 0.584 1.151 0.231
H 3.065 0.327 -0.542 0.204
```

Calculated values
HOMO ... -3.46 eV
Net charge ... -1
Orbital gap ... 0.2563 Eh

No. 2
Entry from the Open Molecules 2025 dataset: a structure of composition C8H10I2N3 (ωB97M-V with the def2-TZVPD basis set).

Structure (XYZ):
```
23
Properties=species:S:1:pos:R:3:nbo_charge:R:1
C -0.188 0.569 0.974 -0.041
C -1.316 0.084 0.293 0.079
C 0.494 -0.194 -1.087 0.623
C 3.189 0.297 -0.504 -0.219
C 2.241 0.475 0.410 -0.002
C 2.814 -0.157 -1.838 -0.239
C -2.733 -0.068 2.187 -0.733
C -2.736 0.005 0.733 -0.268
N 0.917 0.200 0.101 -0.353
N -0.843 -0.290 -0.982 -0.519
N 1.338 -0.629 -2.009 -0.563
I -3.688 -1.649 -0.126 0.258
I -3.776 1.972 0.033 0.133
H 0.072 0.712 1.957 0.241
H 4.275 0.365 -0.134 0.276
H 2.327 0.572 1.434 0.226
H 2.854 0.553 -2.670 0.227
H 3.333 -1.079 -2.125 0.238
H -3.633 -0.281 2.684 0.259
H -2.461 0.847 2.842 0.254
H -2.157 -0.927 2.528 0.239
H -1.387 -0.289 -1.831 0.446
H 1.062 -1.087 -2.873 0.440
```

Calculated values
HOMO ... -12.17 eV
Net charge ... +1
Orbital gap ... 0.3066 Eh

No. 3
Entry from the Open Molecules 2025 dataset: a structure of composition C27H54Cl2MnN3O4Si2 (ωB97M-V with the def2-TZVPD basis set).

Structure (XYZ):
```
93
Properties=species:S:1:pos:R:3:lowdin_spin:R:1
C 3.328 -2.419 -6.531 0.000
C 2.692 -1.711 -7.697 0.000
H 3.195 -3.508 -6.586 0.000
H 2.928 -2.069 -5.569 0.001
H 4.414 -2.233 -6.549 0.000
C 2.665 -2.260 -8.925 0.000
C 3.356 -3.542 -9.290 0.000
H 2.157 -1.750 -9.742 0.000
H 3.038 -4.411 -8.685 0.000
H 4.453 -3.474 -9.191 0.000
H 3.150 -3.789 -10.341 0.000
Mn 1.686 0.731 -1.730 4.658
Cl 2.938 1.998 -3.222 0.092
C 0.036 3.003 -2.163 0.009
O -0.246 1.847 -1.759 0.046
N -0.835 3.843 -2.709 0.002
C -2.246 3.509 -2.836 0.001
C -0.375 5.007 -3.449 0.001
H 1.067 3.391 -2.100 0.002
H -2.674 3.209 -1.873 0.000
H -2.416 2.725 -3.592 0.000
H -2.727 4.430 -3.174 0.000
H 0.575 5.372 -3.034 0.000
H -1.146 5.774 -3.362 0.000
H -0.240 4.758 -4.515 0.000
H -3.083 2.241 2.204 0.000
H -1.956 1.564 4.544 0.000
C -3.149 1.152 2.062 0.000
C -2.023 0.526 4.185 0.000
N -2.048 0.487 2.732 0.000
H -3.127 0.916 0.998 0.000
C -1.051 -0.105 2.030 0.000
O -0.902 -0.054 0.812 0.004
H -1.151 -0.031 4.546 0.000
H -0.362 -0.662 2.699 0.000
H -4.090 0.805 2.511 0.000
H -2.941 0.069 4.584 0.000
H 0.024 -4.773 -0.251 0.000
H 0.401 -3.453 -2.855 0.001
C -0.972 -4.822 -0.718 0.000
C -0.662 -3.727 -2.894 0.001
N -1.230 -3.672 -1.561 0.000
H -1.721 -4.869 0.077 0.000
C -1.757 -2.527 -1.033 0.000
O -1.941 -1.472 -1.632 0.000
H -1.173 -3.054 -3.582 0.000
H -2.037 -2.682 0.031 0.000
H -1.017 -5.723 -1.334 0.000
H -0.735 -4.761 -3.257 0.000
O 1.217 -0.470 -6.300 0.000
C 2.148 -0.337 -7.376 0.000
C 0.519 0.005 -9.302 0.000
C 1.578 0.476 -8.532 0.000
H 0.165 -1.020 -9.139 0.000
C -0.053 0.826 -10.287 0.000
H 2.998 0.204 -6.931 0.000
C 2.120 1.742 -8.788 0.000
H -0.910 0.454 -10.841 0.000
C 0.515 2.074 -10.567 0.000
C 1.608 2.528 -9.829 0.000
H 2.954 2.069 -8.165 0.000
H 0.103 2.676 -11.381 0.000
H 2.076 3.489 -10.074 0.000
Si -0.206 0.256 -5.836 0.001
Cl 1.957 -1.507 -2.701 0.061
C -1.618 -0.482 -6.823 0.001
C -0.257 2.084 -6.211 0.000
C -0.492 -0.177 -4.076 0.012
H -1.659 -0.063 -7.836 0.000
H -2.569 -0.273 -6.310 0.000
H -1.482 -1.569 -6.900 0.000
H -0.577 -1.257 -3.947 0.001
H -1.350 0.317 -3.612 0.000
H 0.410 0.115 -3.506 0.005
H -0.216 2.265 -7.297 0.000
H 0.565 2.638 -5.734 0.000
H -1.217 2.490 -5.848 0.000
C 2.071 0.120 2.914 0.001
Si 2.954 0.901 1.446 0.018
C 4.031 2.314 2.081 0.003
C 4.113 -0.374 0.724 0.008
C 1.782 1.588 0.165 0.043
H 2.734 -0.051 3.772 0.000
H 1.678 -0.860 2.617 0.000
H 1.227 0.722 3.273 0.000
H 4.752 1.935 2.817 0.001
H 4.588 2.770 1.250 0.000
H 3.427 3.097 2.559 0.000
H 3.622 -1.327 0.499 0.001
H 4.578 -0.004 -0.196 0.002
H 4.922 -0.568 1.440 0.001
H 0.762 1.730 0.579 0.010
H 2.118 2.600 -0.156 0.011
```

Calculated values
HOMO (alpha / beta) ... -3.54 / -4.62 eV
Net charge ... -1
Multiplicity ... 6
Orbital gap (alpha / beta) ... 0.2212 / 0.2609 Eh
Expectation value of S² ... 8.7575

No. 4
Entry from the Open Molecules 2025 dataset: a structure of composition C23H41LaN2P3Se (ωB97M-V with the def2-TZVPD basis set).

Structure (XYZ):
```
71
Properties=species:S:1:pos:R:3:mulliken_charge:R:1
La -0.364 -0.030 0.133 1.589
P -3.158 -0.159 0.058 0.492
P 0.088 -2.986 0.316 0.757
P -0.104 2.938 0.237 0.317
H 4.299 -0.969 -0.716 0.352
C 4.285 0.027 -0.236 -0.643
C 4.004 0.257 1.076 -0.531
H 3.729 -0.516 1.811 0.288
C -3.888 -0.215 -1.622 -1.246
C -3.960 -1.573 0.883 -1.108
C -3.997 1.263 0.835 -1.173
C 1.816 -3.591 0.460 -1.115
C -0.712 -3.988 1.630 -1.274
C -0.477 -3.829 -1.217 -1.373
C 1.548 3.728 0.353 -1.210
C -0.984 3.816 1.595 -1.208
C -0.779 3.744 -1.270 -1.192
H 4.502 0.847 -0.939 0.307
H 4.040 1.277 1.485 0.339
H -4.980 -0.310 -1.515 0.459
H -3.486 -1.074 -2.181 0.377
H -3.638 0.701 -2.178 0.387
H -5.007 -1.611 0.560 0.478
H -3.908 -1.446 1.973 0.381
H -3.463 -2.517 0.624 0.255
H -5.067 1.210 0.600 0.465
H -3.586 2.216 0.475 0.274
H -3.853 1.222 1.923 0.400
H 1.955 -4.465 -0.193 0.419
H 2.021 -3.869 1.503 0.417
H 2.510 -2.790 0.163 0.129
H -0.700 -5.052 1.355 0.452
H -1.748 -3.650 1.773 0.274
H -0.168 -3.850 2.575 0.388
H -0.143 -4.876 -1.217 0.459
H -0.076 -3.305 -2.097 0.430
H -1.573 -3.796 -1.271 0.352
H 1.555 4.641 -0.260 0.456
H 2.312 3.029 -0.019 0.235
H 1.782 3.983 1.396 0.397
H -1.003 4.898 1.403 0.429
H -0.466 3.625 2.546 0.374
H -2.011 3.436 1.680 0.287
H -0.433 4.784 -1.329 0.463
H -1.876 3.719 -1.256 0.353
H -0.432 3.193 -2.156 0.337
C 1.223 0.051 -4.132 0.494
C 2.616 -0.147 -4.027 -0.031
C 3.427 -0.146 -5.172 -0.618
C 2.879 0.124 -6.428 -0.456
C 1.526 0.473 -6.509 -0.629
C 0.703 0.455 -5.376 -0.441
Se 0.029 -0.342 -2.622 -0.016
H 1.084 0.173 -1.541 0.080
H 3.065 -0.340 -3.051 0.235
H 4.495 -0.362 -5.087 0.397
H 3.499 0.067 -7.330 0.418
H 1.107 0.757 -7.473 0.388
H -0.351 0.716 -5.483 0.376
N -0.026 0.219 7.986 -0.298
C 0.019 0.133 6.818 -0.402
C 0.052 0.048 5.379 0.698
C -0.848 -0.786 4.711 -0.868
C -0.888 -0.754 3.325 0.050
N 0.018 -0.043 2.601 0.246
C 0.913 0.754 3.246 -0.456
C 0.956 0.815 4.631 -0.643
H -1.516 -1.453 5.256 0.537
H -1.662 -1.305 2.765 0.366
H 1.596 1.351 2.631 0.528
H 1.680 1.453 5.136 0.547
```

Calculated values
HOMO ... -16.88 eV
Net charge ... +3
Orbital gap ... 0.2517 Eh

No. 5
Entry from the Open Molecules 2025 dataset: a structure of composition C21H39OPtS5Sb (ωB97M-V with the def2-TZVPD basis set).

Structure (XYZ):
```
68
Properties=species:S:1:pos:R:3:nbo_charge:R:1
Pt 0.640 0.288 0.660 0.749
C 0.273 -1.415 2.125 -0.258
C 0.723 -1.994 0.881 -0.076
C -0.287 -1.670 -0.117 0.029
C -1.276 -0.868 0.556 -0.286
C -0.959 -0.739 1.948 -0.063
C -1.815 -0.110 3.023 -0.075
C -2.636 1.052 2.458 -0.608
C -0.944 0.393 4.174 -0.611
C -2.767 -1.202 3.531 -0.594
C -0.502 -2.086 -1.578 -0.115
C -1.867 -1.582 -2.073 -0.601
C -0.548 -3.618 -1.667 -0.599
C 0.539 -1.508 -2.540 -0.605
C 1.978 -2.867 0.905 -0.090
C 2.758 -2.910 -0.409 -0.608
C 1.543 -4.286 1.306 -0.597
C 2.961 -2.348 1.968 -0.602
H 0.821 -1.461 3.049 0.259
H -2.137 -0.441 0.077 0.256
H -1.982 1.837 2.076 0.234
H -3.256 1.477 3.249 0.216
H -3.300 0.727 1.659 0.197
H -0.217 1.126 3.823 0.243
H -0.413 -0.427 4.659 0.201
H -1.575 0.866 4.929 0.215
H -3.416 -1.565 2.732 0.207
H -3.398 -0.805 4.328 0.216
H -2.210 -2.052 3.928 0.210
H -2.693 -1.977 -1.480 0.206
H -2.008 -1.912 -3.103 0.220
H -1.919 -0.493 -2.069 0.207
H -1.297 -4.024 -0.986 0.209
H 0.406 -4.082 -1.432 0.210
H -0.818 -3.913 -2.683 0.216
H 0.486 -0.419 -2.541 0.224
H 0.332 -1.869 -3.550 0.208
H 1.560 -1.773 -2.288 0.227
H 2.202 -3.361 -1.226 0.203
H 3.652 -3.517 -0.258 0.216
H 3.080 -1.912 -0.708 0.236
H 0.867 -4.728 0.574 0.210
H 1.035 -4.278 2.272 0.207
H 2.421 -4.930 1.390 0.217
H 3.208 -1.298 1.800 0.234
H 3.885 -2.924 1.903 0.219
H 2.583 -2.467 2.982 0.199
S 4.958 2.944 -2.144 -0.722
Sb 3.272 3.022 -0.689 1.571
S 2.411 0.796 -0.744 -0.596
S 0.675 2.377 1.353 -0.443
S 3.322 4.136 1.238 -0.687
C 0.300 3.100 -4.540 -0.626
C -0.368 3.983 -3.497 -0.581
S 0.196 3.499 -1.860 1.260
O 1.677 3.981 -1.953 -0.995
C -0.545 4.755 -0.820 -0.595
C -2.000 4.427 -0.530 -0.630
H 0.014 3.437 -5.535 0.226
H -0.003 2.060 -4.428 0.216
H 1.384 3.157 -4.454 0.248
H -1.455 3.866 -3.493 0.226
H -0.117 5.037 -3.622 0.236
H -0.393 5.721 -1.301 0.233
H 0.063 4.710 0.086 0.278
H -2.633 4.517 -1.414 0.208
H -2.378 5.120 0.221 0.236
H -2.092 3.419 -0.129 0.225
```

Calculated values
HOMO (alpha / beta) ... -7.11 / -7.13 eV
Orbital gap (alpha / beta) ... 0.1880 / 0.1894 Eh

No. 6
Entry from the Open Molecules 2025 dataset: a cluster of 2 separate species, C14H16 in total (ωB97M-V with the def2-TZVPD basis set).

Structure (XYZ):
```
30
Properties=species:S:1:pos:R:3:nbo_charge:R:1
C -2.301 -0.835 0.441 -0.638
C -3.333 1.822 2.897 -0.203
C -3.476 2.941 2.057 -0.230
C -2.846 0.641 2.375 -0.215
C -2.642 0.536 0.994 -0.001
C -3.098 2.873 0.703 -0.199
C -2.820 1.643 0.177 -0.230
H -3.720 1.950 3.900 0.212
H -3.484 3.928 2.510 0.207
H -2.695 -0.206 3.031 0.208
H -2.961 3.834 0.227 0.214
H -1.212 -0.893 0.542 0.231
H -2.814 -1.089 -0.481 0.225
H -2.654 1.571 -0.895 0.208
H -2.653 -1.553 1.183 0.211
C 2.806 0.600 -2.845 -0.639
C 1.976 -2.652 -1.092 -0.213
C 3.017 -2.816 -0.224 -0.221
C 1.920 -1.587 -1.998 -0.205
C 2.809 -0.527 -1.859 -0.017
C 4.010 -1.821 -0.120 -0.200
C 3.844 -0.724 -0.927 -0.217
H 1.157 -3.362 -1.093 0.210
H 3.088 -3.725 0.364 0.211
H 1.150 -1.585 -2.760 0.207
H 4.733 -1.861 0.679 0.217
H 2.371 0.327 -3.807 0.220
H 3.694 1.194 -3.031 0.224
H 4.668 -0.017 -1.056 0.202
H 2.009 1.281 -2.498 0.222
```

Calculated values
HOMO ... -8.85 eV
Orbital gap ... 0.3564 Eh

No. 7
Entry from the Open Molecules 2025 dataset: a structure of composition C20H31BaF3N3PS2Si (ωB97M-V with the def2-TZVPD basis set).

Structure (XYZ):
```
62
Properties=species:S:1:pos:R:3:mulliken_charge:R:1
Ba 0.365 -0.278 0.076 1.511
F -3.186 -4.272 4.403 -0.315
C -2.822 -3.780 3.199 0.575
F -3.966 -3.478 2.559 -0.215
F -2.244 -4.787 2.539 -0.250
C -1.925 -2.580 3.355 0.072
C -1.636 -2.121 4.622 -0.147
C -0.824 -1.004 4.796 -0.855
C -0.341 -0.396 3.665 -0.692
N -0.610 -0.821 2.424 -0.296
C -1.393 -1.911 2.221 0.384
S -1.704 -2.396 0.595 -0.468
H -2.044 -2.635 5.481 0.506
H -0.578 -0.630 5.779 0.437
H 0.298 0.479 3.736 0.348
C -4.160 -0.071 -3.734 -1.060
N -2.768 0.341 -3.762 -0.018
C -1.732 -0.447 -3.442 0.165
N -2.031 -1.673 -2.973 -0.275
S -0.137 0.075 -3.651 -0.336
H -4.781 0.797 -3.938 0.353
H -4.431 -0.443 -2.746 0.239
H -4.372 -0.839 -4.483 0.367
H -2.516 1.181 -4.255 0.281
H -2.966 -1.918 -2.694 0.180
H -1.280 -2.228 -2.602 0.229
C -2.549 4.458 0.594 -1.293
P -1.836 2.851 0.055 0.289
C -1.530 3.221 -1.722 -0.863
C -3.381 1.861 -0.053 0.319
C -3.482 0.719 0.737 -0.371
C -4.615 -0.088 0.691 -0.396
C -5.664 0.250 -0.148 -0.580
C -5.589 1.405 -0.923 -0.884
C -4.457 2.203 -0.876 -0.218
H -3.288 4.818 -0.122 0.356
H -1.758 5.201 0.700 0.401
H -3.028 4.326 1.564 0.379
H -2.400 3.663 -2.209 0.331
H -1.245 2.305 -2.244 -0.021
H -0.694 3.920 -1.794 0.437
H -2.672 0.461 1.410 0.633
H -4.672 -0.976 1.308 0.420
H -6.543 -0.380 -0.199 0.407
H -6.415 1.680 -1.568 0.436
H -4.422 3.106 -1.476 0.224
C 5.644 0.133 1.984 -1.015
Si 3.763 0.073 1.821 0.456
C 3.195 -1.444 2.796 -0.720
C 3.110 1.636 2.667 -0.818
C 3.128 0.015 0.110 -1.397
H 5.974 0.178 3.028 0.279
H 6.041 1.011 1.467 0.263
H 6.095 -0.753 1.527 0.273
H 3.663 -1.483 3.784 0.289
H 3.471 -2.359 2.264 0.299
H 2.111 -1.465 2.949 0.071
H 3.393 1.684 3.723 0.273
H 2.017 1.709 2.611 0.107
H 3.518 2.522 2.172 0.331
H 3.523 -0.865 -0.423 0.334
H 3.446 0.905 -0.452 0.249
```

Calculated values
HOMO ... -6.61 eV
Orbital gap ... 0.2486 Eh

No. 8
Entry from the Open Molecules 2025 dataset: a structure of composition C6H14N2O10Pb (ωB97M-V with the def2-TZVPD basis set).

Structure (XYZ):
```
33
Properties=species:S:1:pos:R:3:nbo_charge:R:1
Pb 0.129 0.984 0.072 1.567
C 0.795 4.230 1.160 0.908
O 1.607 4.831 0.509 -0.762
O 0.788 3.048 1.401 -0.775
O -0.254 4.771 1.480 -0.762
C -1.058 2.428 -2.516 0.917
O -0.286 3.007 -1.785 -0.817
O -1.516 1.315 -2.149 -0.977
O -1.488 2.926 -3.567 -0.948
C -2.290 -0.286 2.637 -0.227
O -1.703 0.630 1.779 -0.963
H -3.183 -0.645 2.124 0.095
H -1.673 -1.179 2.738 0.080
H -2.507 0.122 3.624 0.087
C 2.903 0.626 -1.927 -0.270
O 2.606 1.521 -0.819 -0.954
H 1.992 0.150 -2.289 0.136
H 3.287 1.175 -2.786 0.112
H 3.549 -0.207 -1.648 0.061
C -1.025 -2.216 -0.927 0.687
O -0.112 -1.413 -0.832 -0.693
N -1.187 -3.380 -0.379 -0.967
N -2.090 -1.766 -1.592 -0.844
H -2.087 -3.791 -0.585 0.320
H -0.419 -3.903 0.015 0.361
H -2.893 -2.378 -1.560 0.317
H -2.174 -0.787 -1.824 0.481
C 1.613 -1.864 1.979 -0.407
O 1.703 -0.789 1.019 -0.743
H 1.038 -2.572 1.382 0.155
H 2.645 -2.136 2.199 0.141
H 1.008 -1.441 2.781 0.197
H 2.282 -1.009 0.286 0.487
```

Calculated values
HOMO ... 6.93 eV
Net charge ... -4
Orbital gap ... 0.0586 Eh

Quick rundown of molecular weight, same order as above: 147.2, 402.0, 666.8, 656.4, 784.7, 184.3, 631.0, 481.4 g mol⁻¹
Quick rundown of ΔE to the lowest compared entry with this formula, charge and spin, same order as above: 2.9293, 0.0000, 0.0000, 0.0000, 1.8104, 1.1582, 0.4501, 4.9826 eV
Quick rundown of strongest force on any atom, same order as above: 0.0756, 0.1071, 0.0454, 0.0551, 0.0187, 0.0472, 0.0295, 0.1533 Eh/bohr